No. 1
The following is a DFT calculation (the ωB97M-V functional and the def2-TZVPD basis) of a cluster of 4 separate species, C4H15NO3 in total in a non-equilibrium geometry.

The geometry in ORCA input format:
```
! wB97M-V def2-TZVPD RIJCOSX def2/J DEFGRID3
* xyz 0 1
C 1.9071 -1.0161 -1.9179
C 1.8595 0.2229 -1.4659
C 1.4509 0.5637 -0.0565
N 0.2914 1.4736 -0.0621
C -0.2427 1.7803 1.2517
H 2.4422 -1.2809 -2.8253
H 1.3554 -1.8409 -1.5305
H 2.0728 1.0305 -2.1374
H 2.3923 0.9051 0.3820
H 1.2230 -0.2927 0.5780
H 0.4101 2.2688 -0.6759
H 0.3122 2.3773 2.0321
H -0.6025 0.8679 1.7266
H -1.1197 2.4665 1.1769
O -1.3413 -0.6657 -1.4133
H -0.9350 0.1837 -1.1175
H -0.6330 -1.2644 -1.0804
O -3.1861 -1.0760 0.6641
H -2.6660 -1.1254 -0.1573
H -3.3574 -0.1251 0.7344
O -0.2025 -1.6640 2.0398
H -0.7990 -2.1083 2.6827
H -0.6318 -1.6808 1.1718
*
```

Its SMILES is C=CCNC.O.O.O. The calculation puts the lowest unoccupied orbital energy at 0.7 eV. Its calculated total energy is -12022.558 eV. The highest occupied orbital energy comes out at -9.5 eV. The HOMO-LUMO gap is 10.2 eV.



No. 2
The following is a DFT calculation (the ωB97M-V functional and the def2-TZVPD basis) of a cluster of 2 separate species, C3H10S2 in total in a non-equilibrium geometry.

The geometry in ORCA input format:
```
! wB97M-V def2-TZVPD RIJCOSX def2/J DEFGRID3
* xyz 0 1
C -1.2574 2.5685 -0.3572
C 0.0131 1.8851 -0.8253
C 0.1879 0.4278 -0.3733
H -1.2716 2.8246 0.7087
H -2.1571 1.9951 -0.5902
H -1.3937 3.5400 -0.8372
H 0.8738 2.5019 -0.5413
H 0.0179 1.9492 -1.9104
H 1.2458 0.1875 -0.4326
H -0.1403 0.3661 0.6556
H -0.3510 -0.2267 -1.0342
S 0.2380 -4.2830 2.0837
S 1.9612 -5.0336 1.1388
H 0.7613 -3.0550 2.1447
H 1.2720 -5.6473 0.1703
*
```

Its SMILES is CCC.SS. The calculation puts the lowest unoccupied orbital energy at 0.2 eV. Its calculated total energy is -24943.302 eV. The highest occupied orbital energy comes out at -9.0 eV. The HOMO-LUMO gap is 9.2 eV.



No. 3
The following is a DFT calculation (the ωB97M-V functional and the def2-TZVPD basis) of a structure of composition C50H93F6I3N13O15 in a non-equilibrium geometry.

The geometry in ORCA input format:
```
! wB97M-V def2-TZVPD RIJCOSX def2/J DEFGRID3
* xyz 1 1
C 6.0905 -0.8234 0.4404
C 6.0537 -0.5468 -1.1963
O 4.8544 -1.0879 -1.8626
C 4.2325 -0.0755 -2.7594
C 2.7288 -0.4878 -3.2822
O 1.8418 -1.0375 -2.2448
C 0.4169 -0.9661 -2.7185
N -0.2798 0.3178 -2.3719
C -1.6201 0.6089 -3.0801
N -1.8694 0.8662 -4.4185
I -0.4112 0.8847 -5.8697
C -3.2792 1.2365 -4.9260
O -3.7976 0.3244 -5.9505
C -3.8357 -1.0761 -5.5286
C -2.6019 -2.1489 -5.8826
O -4.8896 -1.6502 -4.8835
N -2.5293 0.6611 -1.8816
C -3.7407 -0.0866 -1.7321
N -3.6558 -1.5540 -1.2498
C -1.8138 1.6050 -0.9829
C -1.7296 2.9451 -2.0029
I 0.0094 3.7660 -3.0541
C -2.9677 3.7854 -2.2824
C -4.4350 3.5512 -1.6263
I -2.9123 5.5474 -3.6632
N -2.2373 2.1436 0.3021
C -1.5907 3.3515 0.8779
C -0.4587 3.3192 2.1186
O -1.9006 4.6546 0.6027
C -3.4196 1.7202 1.0374
C -4.4852 2.8415 1.6876
O -3.8242 0.4694 1.4017
C -0.3823 0.7010 -0.8727
C -0.4249 -0.6717 0.0133
C -0.8496 -0.5720 1.5742
C 0.2450 -1.4251 2.5113
C -0.0295 -3.0408 2.4814
F -0.2104 -3.6272 1.1341
F 1.2137 -3.6846 3.0476
C -1.2714 -3.5584 3.4134
F -2.6227 -3.3815 2.8062
F -1.2584 -3.0158 4.7912
F -1.0934 -5.0528 3.5480
C 0.9926 1.5228 -0.5354
C 1.9799 0.9772 0.6161
O 3.0505 0.2303 0.2225
F 1.9175 1.2299 2.0847
H 6.0905 0.1648 1.0758
H 5.1609 -1.4578 0.8211
H 7.0670 -1.4272 0.7586
H 6.9793 -1.1529 -1.6382
H 6.2471 0.5941 -1.3894
H 4.0918 0.9018 -2.0921
H 4.9691 0.2253 -3.6291
H 2.2159 0.5277 -3.6424
H 2.8279 -1.1660 -4.2451
H -0.1713 -1.9558 -2.3964
H 0.5496 -1.1311 -3.8941
H -3.0937 2.2704 -5.4994
H -4.0239 1.5087 -4.0655
H -3.1444 -3.1920 -6.0913
H -1.7952 -2.2124 -5.0383
H -2.1625 -1.8283 -6.9396
H -4.2763 -0.2239 -2.7939
H -4.6264 0.3432 -1.0554
H -3.3537 -1.5531 -0.2293
H -2.8631 -1.9413 -1.8405
H -4.7165 2.4782 -1.3017
H -4.5641 4.3709 -0.7673
H -5.2364 3.8726 -2.4519
H -0.5981 4.2877 2.8066
H -0.6234 2.4185 2.8541
H 0.6470 3.4135 1.7135
H -5.5412 2.5296 1.2295
H -4.2773 3.9330 1.3442
H -4.5574 2.7005 2.8613
H 0.5946 -1.2935 0.0115
H -1.1815 -1.4382 -0.5034
H -1.0850 0.4892 1.9936
H -1.8570 -1.2010 1.7077
H 1.3519 -1.2629 2.1492
H 0.1501 -1.0831 3.6500
H 0.8216 2.6856 -0.3220
H 1.6181 1.5214 -1.5550
C 3.2589 -7.7919 0.6036
O 3.9672 -8.1707 -0.3205
N 1.8999 -7.5721 0.5315
C 1.1337 -7.1230 1.6749
C 1.2152 -7.7964 -0.7248
H 3.6761 -7.5909 1.6039
H 0.3632 -7.8664 1.8979
H 0.6631 -6.1662 1.4309
H 1.7738 -6.9949 2.5520
H 1.3544 -8.8393 -1.0252
H 1.6526 -7.1480 -1.4898
H 0.1477 -7.5812 -0.6265
C 1.2949 -7.0918 -4.7550
O 1.0579 -6.1494 -5.5001
N 0.9060 -8.3970 -4.9680
C 1.2282 -9.4555 -4.0343
C 0.1523 -8.7223 -6.1612
H 1.8616 -6.9574 -3.8192
H 1.8238 -10.2133 -4.5510
H 0.2978 -9.9020 -3.6719
H 1.7968 -9.0704 -3.1835
H 0.7434 -8.4509 -7.0411
H -0.7747 -8.1413 -6.1665
H -0.0823 -9.7898 -6.1906
C 8.1430 -2.3841 3.5172
O 8.1981 -1.9104 2.3895
N 6.9874 -2.6105 4.2339
C 7.0094 -3.1761 5.5664
C 5.7110 -2.2733 3.6383
H 9.0543 -2.6764 4.0641
H 6.4397 -4.1097 5.5634
H 6.5493 -2.4658 6.2593
H 8.0334 -3.3813 5.8901
H 5.5899 -2.8403 2.7103
H 5.6989 -1.2049 3.4026
H 4.8914 -2.5084 4.3227
C 1.7979 7.1748 -5.8555
O 2.5174 6.5577 -5.0803
N 0.6734 7.8910 -5.5049
C -0.1247 8.5950 -6.4865
C 0.2761 7.9427 -4.1131
H 2.0076 7.2028 -6.9373
H -0.1395 9.6587 -6.2327
H -1.1432 8.1966 -6.4649
H 0.2879 8.4712 -7.4914
H 1.0899 8.3791 -3.5262
H 0.0915 6.9247 -3.7572
H -0.6286 8.5446 -3.9920
C -7.1076 5.2780 -4.6990
O -6.3213 5.6425 -3.8340
N -6.9691 5.5034 -6.0519
C -7.9477 5.0371 -7.0115
C -5.8102 6.2283 -6.5309
H -8.0231 4.7187 -4.4461
H -7.4571 4.3589 -7.7154
H -8.3521 5.8986 -7.5506
H -8.7656 4.5085 -6.5144
H -4.9053 5.6892 -6.2346
H -5.7956 7.2208 -6.0708
H -5.8397 6.3276 -7.6193
C -5.2702 2.1147 6.0464
O -4.6321 2.7243 5.1975
N -6.4442 1.4274 5.8239
C -7.1382 0.7304 6.8863
C -7.0025 1.3997 4.4879
H -4.9362 2.0703 7.0959
H -7.2072 -0.3299 6.6271
H -8.1427 1.1512 6.9874
H -6.6082 0.8339 7.8370
H -6.2732 0.9520 3.8060
H -7.2039 2.4254 4.1645
H -7.9289 0.8192 4.4685
C 4.8344 -2.4556 8.7419
O 5.5428 -2.8343 7.8177
N 3.4755 -2.2357 8.6698
C 2.7092 -1.7866 9.8131
C 2.7907 -2.4600 7.4134
H 5.2517 -2.2545 9.7421
H 1.9388 -2.5301 10.0362
H 2.2386 -0.8299 9.5692
H 3.3494 -1.6585 10.6903
H 2.9300 -3.5030 7.1130
H 3.2282 -1.8116 6.6485
H 1.7233 -2.2448 7.5117
C 3.7210 5.3719 4.1620
O 3.9895 6.0798 5.1244
N 4.1789 4.0872 3.9617
C 3.8127 3.3157 2.7926
C 5.0530 3.4884 4.9492
H 3.0646 5.7275 3.3510
H 3.2981 2.4066 3.1163
H 4.7220 3.0498 2.2459
H 3.1525 3.8873 2.1347
H 4.5365 3.4628 5.9135
H 5.9530 4.1027 5.0477
H 5.3310 2.4731 4.6537
*
```

The calculation puts the lowest unoccupied orbital energy at -4.7 eV. Its calculated total energy is -144019.796 eV. The highest occupied orbital energy comes out at -9.9 eV. The HOMO-LUMO gap is 5.2 eV.